Entry 1:
Entry from the Open Molecules 2025 dataset: a 2-piece molecular cluster, C4H13N4O overall at a distorted geometry (the ωB97M-V functional and the def2-TZVPD basis).

2S+1: 1
Strongest force on any atom: 4.172 eV/A
LUMO level: -2.993 eV
Net charge: +1
Relative energy (zero: lowest compared OMol25 entry of this formula, charge and spin): 218.9 kJ/mol
Orbital gap: 9.9 eV
HOMO level: -12.88 eV

Structure (XYZ):
```
22
C4H13N4O the ωB97M-V functional and the def2-TZVPD basis
C -2.10066 -1.41094 -0.69317
C -0.30732 -1.96630 0.89804
N 0.81839 -2.73281 0.96674
N -0.80817 -1.95603 -0.36294
N -0.82365 -1.36127 1.98957
H 1.35196 -3.08054 0.15809
H 0.86959 -3.37962 1.72500
H -0.10989 -2.09014 -1.09263
H -1.37472 -0.48638 1.98349
H -0.22836 -1.35221 2.86094
H -2.46180 -0.55889 -0.08096
H -2.80987 -2.22643 -1.01313
H -2.01123 -1.09195 -1.76696
C 2.05320 1.96439 -1.19476
C 0.77961 2.34341 -0.52296
O 0.05313 1.65965 0.18022
N 0.28797 3.53859 -0.98958
H -0.63881 3.90182 -0.98187
H 0.86598 3.97067 -1.68069
H 2.85066 2.72683 -1.18252
H 2.06930 1.39613 -2.11510
H 2.55407 1.12097 -0.62439
```

Charges in e, computed with Löwdin, in the same order as the atoms:
1. C -0.06
2. C -0.38
3. N 0.16
4. N 0.02
5. N 0.21
6. H 0.14
7. H 0.11
8. H 0.16
9. H 0.14
10. H 0.16
11. H 0.10
12. H 0.11
13. H 0.10
14. C -0.03
15. C -0.58
16. O 0.00
17. N 0.16
18. H 0.11
19. H 0.09
20. H 0.09
21. H 0.08
22. H 0.10

=====

Entry 2:
Entry from the Open Molecules 2025 dataset: a 14-piece molecular cluster, C23H63F2N21O22S4 overall at a distorted geometry (the ωB97M-V functional and the def2-TZVPD basis).

2S+1: 1
Strongest force on any atom: 11.394 eV/A
LUMO level: -0.531 eV
Net charge: 0
Relative energy (zero: lowest compared OMol25 entry of this formula, charge and spin): 0.0 kJ/mol
Orbital gap: 8.2 eV
HOMO level: -8.70 eV

Structure (XYZ):
```
135
C23H63F2N21O22S4 the ωB97M-V functional and the def2-TZVPD basis
C -18.45502 5.70731 -5.07664
C -18.64399 6.01094 -3.52553
N -17.38450 6.14036 -2.83201
C -16.10488 5.94864 -3.30355
C -15.26551 6.25143 -2.24400
N -15.94923 6.21671 -1.06183
C -17.30154 6.30208 -1.44265
C -15.37302 6.27037 0.27596
H -17.67489 4.97789 -5.29443
H -18.13973 6.53595 -5.71071
H -19.34443 5.22282 -5.47950
H -19.19550 5.14999 -3.14778
H -19.16992 6.93414 -3.28219
H -15.97415 5.77677 -4.36175
H -14.18590 6.22540 -2.25770
H -18.17148 6.33200 -0.80335
H -16.21979 6.67527 0.83016
H -14.52215 6.95160 0.28254
H -15.15396 5.29362 0.70731
N -20.76002 5.58488 0.50709
S -21.84256 4.48920 -0.22045
O -21.52275 4.18635 -1.58569
O -23.17666 4.45139 0.29376
F -21.24966 3.23484 0.59353
S -21.26578 6.80605 -0.07405
O -22.52291 7.20619 0.55201
O -20.98531 7.13216 -1.48879
F -20.30558 7.74019 0.82559
C -13.79298 2.81250 2.21948
O -12.65563 3.09670 1.77439
N -14.81284 2.75922 1.45766
N -14.07814 2.38180 3.45070
H -15.57300 3.19601 1.95912
H -14.68832 2.87434 0.46200
H -13.25421 2.49216 4.02433
H -14.78302 1.67220 3.59115
C -15.77948 1.80363 -4.09033
O -15.44700 2.95864 -4.21272
N -15.29873 0.91114 -3.25320
N -16.68317 1.19698 -4.81784
H -15.55214 -0.06197 -3.34780
H -14.83242 1.37013 -2.48380
H -17.30230 1.75530 -5.38799
H -16.89744 0.21582 -4.71053
C -11.34337 7.30874 -3.19677
O -11.43244 6.49345 -2.27824
N -11.45496 6.99477 -4.45925
N -11.14603 8.57018 -3.06008
H -11.53261 5.99063 -4.53528
H -11.41918 7.74089 -5.13905
H -11.14638 9.11268 -3.91202
H -11.25713 8.94350 -2.12821
C -18.34301 1.41123 -0.85188
O -17.81525 1.04510 0.23197
N -19.50688 1.00855 -1.35765
N -18.05778 2.48774 -1.45090
H -20.01541 0.25839 -0.91183
H -19.86705 1.34403 -2.23959
H -18.60605 2.56439 -2.29567
H -17.18602 2.96540 -1.27211
C -13.16258 3.52400 -1.63369
O -13.91873 2.60766 -1.39251
N -12.94679 4.06385 -2.78217
N -12.28249 4.00578 -0.82803
H -12.29625 4.83383 -2.84557
H -13.52377 3.78658 -3.56340
H -12.38405 3.65822 0.11482
H -11.70571 4.82094 -0.97946
C -17.85846 4.77419 2.06291
O -16.91324 4.50539 2.69490
N -18.53448 5.83921 2.19863
N -18.38912 4.05611 1.10578
H -19.30115 6.02778 1.56874
H -18.20343 6.57145 2.81045
H -18.09851 3.10956 0.90654
H -19.20051 4.43878 0.64176
C -14.45881 5.42143 4.93644
O -13.50958 5.53352 5.70872
N -15.61688 4.93161 5.26954
N -14.50356 5.77061 3.73841
H -16.19181 4.48927 4.56677
H -15.68175 4.66128 6.24053
H -13.62377 5.96703 3.28288
H -15.31818 5.48491 3.21413
C -20.03001 2.83535 -4.84208
O -19.09784 2.75889 -4.02957
N -21.18756 3.37747 -4.68246
N -19.79712 2.58174 -6.11043
H -21.87471 3.11132 -5.37317
H -21.47837 3.77325 -3.79991
H -20.54490 2.42961 -6.77208
H -18.82224 2.36355 -6.25909
C -15.23999 7.23015 -7.53323
O -16.21843 7.83029 -7.94647
N -14.08709 7.62763 -7.13275
N -15.25785 5.96697 -7.22278
H -13.95583 8.58056 -7.44067
H -13.39892 6.99187 -6.75548
H -14.41803 5.53275 -6.86744
H -16.10278 5.41978 -7.30509
C -19.39657 10.03430 -6.84729
C -20.10424 9.90726 -5.48571
O -19.74656 11.12593 -4.84722
S -19.97127 12.36972 -5.87365
O -19.11420 13.50797 -5.61293
O -21.40744 12.48830 -6.20354
O -19.30192 11.40795 -7.07728
H -19.90547 9.50260 -7.65130
H -18.41904 9.56957 -6.71869
H -19.75126 9.00178 -4.99214
H -21.19030 9.81477 -5.48154
C -18.29261 12.23728 -0.57432
C -16.95887 12.09773 -1.34951
O -17.02343 10.85704 -2.01009
S -17.75522 9.77561 -1.08108
O -16.79115 9.24074 -0.14583
O -18.68766 8.93083 -1.82097
O -18.58580 10.95637 -0.34054
H -19.06335 12.71998 -1.17521
H -18.28451 12.67423 0.42423
H -16.05143 12.24322 -0.76343
H -16.97432 12.81970 -2.16598
C -13.10169 11.71640 -0.62494
C -12.94646 10.95583 0.69422
C -12.31564 9.56827 0.23318
O -12.85929 9.36120 -1.01766
C -13.42790 10.56778 -1.52966
H -12.24337 12.25922 -1.02084
H -13.88870 12.46880 -0.67580
H -13.97670 10.94583 1.05004
H -12.34738 11.40149 1.48831
H -12.63245 8.72010 0.84008
H -11.22570 9.57068 0.24463
H -14.51495 10.50125 -1.57447
H -12.95506 10.80401 -2.48292
```

Atom charges from the Löwdin analysis, given in e for atoms 1 to 99:
1. C -0.04
2. C -0.12
3. N -0.03
4. C 0.01
5. C -0.02
6. N -0.04
7. C 0.04
8. C 0.03
9. H 0.05
10. H 0.06
11. H 0.06
12. H 0.10
13. H 0.09
14. H 0.10
15. H 0.11
16. H 0.14
17. H 0.08
18. H 0.10
19. H 0.08
20. N -0.32
21. S 0.61
22. O -0.28
23. O -0.23
24. F -0.19
25. S 0.43
26. O -0.27
27. O -0.30
28. F -0.21
29. C -0.73
30. O -0.01
31. N 0.19
32. N 0.18
33. H 0.07
34. H 0.08
35. H 0.12
36. H 0.12
37. C -0.76
38. O 0.02
39. N 0.18
40. N 0.16
41. H 0.12
42. H 0.07
43. H 0.07
44. H 0.11
45. C -0.75
46. O 0.01
47. N 0.17
48. N 0.20
49. H 0.12
50. H 0.11
51. H 0.12
52. H 0.10
53. C -0.74
54. O -0.02
55. N 0.17
56. N 0.18
57. H 0.12
58. H 0.09
59. H 0.05
60. H 0.12
61. C -0.78
62. O 0.02
63. N 0.17
64. N 0.20
65. H 0.05
66. H 0.09
67. H 0.06
68. H 0.09
69. C -0.81
70. O 0.03
71. N 0.20
72. N 0.21
73. H 0.04
74. H 0.14
75. H 0.08
76. H 0.05
77. C -0.84
78. O 0.01
79. N 0.16
80. N 0.18
81. H 0.07
82. H 0.12
83. H 0.13
84. H 0.06
85. C -0.74
86. O -0.01
87. N 0.21
88. N 0.17
89. H 0.13
90. H 0.10
91. H 0.12
92. H 0.10
93. C -0.79
94. O 0.04
95. N 0.16
96. N 0.15
97. H 0.13
98. H 0.10
99. H 0.11

=====

Entry 3:
Entry from the Open Molecules 2025 dataset: a 2-piece molecular cluster, C3H8BN2O4 overall at a distorted geometry (the ωB97M-V functional and the def2-TZVPD basis).

2S+1: 1
Strongest force on any atom: 4.446 eV/A
LUMO level: 3.321 eV
Net charge: -1
Orbital gap: 7.3 eV
HOMO level: -4.00 eV

Structure (XYZ):
```
18
C3H8BN2O4 the ωB97M-V functional and the def2-TZVPD basis
C 1.27725 -2.59162 -0.93537
B 1.94430 -1.27003 -1.59587
O 2.45877 -1.15088 -2.93676
C 2.05845 0.05032 -0.62812
O 3.07512 0.21264 0.12169
O 1.00334 0.92586 -0.62921
H 1.49263 -3.56807 -1.47976
H 1.68439 -2.66784 0.13806
H 0.14232 -2.42661 -0.92975
H 1.77688 -1.41950 -3.58250
C -2.29996 1.63336 1.07772
O -2.74581 1.38801 -0.03381
N -0.98757 1.86608 1.31329
N -3.09147 1.69506 2.18789
H -0.62004 2.06784 2.22412
H -0.35309 1.83159 0.52109
H -4.07474 1.52872 2.06160
H -2.74075 1.89506 3.10570
```

Charges in e, computed with Löwdin, in the same order as the atoms:
1. C -0.05
2. B -0.35
3. O 0.05
4. C -0.55
5. O -0.10
6. O -0.19
7. H 0.05
8. H 0.08
9. H 0.08
10. H 0.09
11. C -0.71
12. O 0.01
13. N 0.16
14. N 0.12
15. H 0.09
16. H 0.06
17. H 0.09
18. H 0.08

=====

Repeat the third record exactly.
Entry from the Open Molecules 2025 dataset: a 2-piece molecular cluster, C3H8BN2O4 overall at a distorted geometry (the ωB97M-V functional and the def2-TZVPD basis).

2S+1: 1
Strongest force on any atom: 4.446 eV/A
LUMO level: 3.321 eV
Net charge: -1
Orbital gap: 7.3 eV
HOMO level: -4.00 eV

Structure (XYZ):
```
18
C3H8BN2O4 the ωB97M-V functional and the def2-TZVPD basis
C 1.27725 -2.59162 -0.93537
B 1.94430 -1.27003 -1.59587
O 2.45877 -1.15088 -2.93676
C 2.05845 0.05032 -0.62812
O 3.07512 0.21264 0.12169
O 1.00334 0.92586 -0.62921
H 1.49263 -3.56807 -1.47976
H 1.68439 -2.66784 0.13806
H 0.14232 -2.42661 -0.92975
H 1.77688 -1.41950 -3.58250
C -2.29996 1.63336 1.07772
O -2.74581 1.38801 -0.03381
N -0.98757 1.86608 1.31329
N -3.09147 1.69506 2.18789
H -0.62004 2.06784 2.22412
H -0.35309 1.83159 0.52109
H -4.07474 1.52872 2.06160
H -2.74075 1.89506 3.10570
```

Charges in e, computed with Löwdin, in the same order as the atoms:
1. C -0.05
2. B -0.35
3. O 0.05
4. C -0.55
5. O -0.10
6. O -0.19
7. H 0.05
8. H 0.08
9. H 0.08
10. H 0.09
11. C -0.71
12. O 0.01
13. N 0.16
14. N 0.12
15. H 0.09
16. H 0.06
17. H 0.09
18. H 0.08